(1)
Molecular formula: C6H8O3
Method: DFT, the ωB97M-V functional and the def2-TZVPD basis

Output
maximum force	1.6	eV Å⁻¹
SMILES	C=CC(=O)CO.C=C=O

ORCA input file:
```
! RIJCOSX wB97M-V def2-TZVPD def2/J DEFGRID3
* xyz 0 1
C -1.94 -0.30 -1.16
C -1.42 0.75 -0.55
C 0.01 1.06 -0.42
O 0.42 2.02 0.20
C 1.02 0.15 -1.11
O 2.31 0.46 -0.66
H -1.33 -1.03 -1.67
H -3.00 -0.47 -1.19
H -2.06 1.47 -0.04
H 0.82 -0.90 -0.90
H 0.94 0.31 -2.19
H 2.26 1.34 -0.25
C 0.74 -0.65 2.22
C -0.12 -1.43 1.67
O -0.90 -2.14 1.16
H 1.69 -0.47 1.74
H 0.56 -0.16 3.15
*
```

Atomic partial charges in e from the Mulliken method, atoms 1 to 2: -0.78 -0.19

---

(2)
Molecular formula: C6H8O5P
Method: DFT, the ωB97M-V functional and the def2-TZVPD basis

Output
maximum force	4.2	eV Å⁻¹
SMILES	C[C@H]1[C@](C)(O)[C@@]12OP([O-])OC2=O

ORCA input file:
```
! RIJCOSX wB97M-V def2-TZVPD def2/J DEFGRID3
* xyz -1 1
C 1.30 -1.36 1.22
C 0.85 0.11 1.00
C 0.80 0.65 -0.41
C 1.17 -0.21 -1.59
O 0.95 1.97 -0.75
C -0.48 0.23 0.23
O -1.20 -0.85 -0.32
P -3.24 -0.60 -0.78
O -3.92 -1.64 -0.02
O -2.75 1.06 0.22
C -1.46 1.26 0.48
O -1.05 2.34 0.86
H 2.35 -1.48 1.43
H 1.01 -1.89 0.37
H 0.65 -1.61 2.01
H 0.98 0.90 1.73
H 1.48 0.33 -2.45
H 1.96 -0.86 -1.36
H 0.25 -0.81 -1.80
H 0.33 2.46 -0.07
*
```

Atomic partial charges in e from the Mulliken method, atoms 1 to 2: -1.55 -0.16

---

(3)
Molecular formula: C6H8O6Sc
Method: DFT, the ωB97M-V functional and the def2-TZVPD basis

Output
maximum force	6.6	eV Å⁻¹

ORCA input file:
```
! RIJCOSX wB97M-V def2-TZVPD def2/J DEFGRID3
* xyz 2 2
H 1.07 -1.39 0.02
O 0.35 1.05 -1.09
C 0.71 0.01 -0.41
C 2.02 -0.66 -0.61
C 2.27 -1.40 -1.92
C 2.86 -2.79 -1.77
O 4.15 -2.70 -1.15
C 4.83 -3.82 -1.03
O 4.49 -4.90 -1.44
O 5.88 -3.59 -0.25
H 0.18 -0.05 0.57
H 2.87 -0.10 -0.21
H 2.91 -0.79 -2.57
H 1.31 -1.54 -2.45
H 2.98 -3.26 -2.75
H 2.21 -3.43 -1.15
H 6.34 -4.42 -0.09
O -2.17 1.11 -0.27
C -1.60 1.77 -1.09
O -2.01 2.53 -1.93
Sc -4.23 2.61 -2.11
*
```

Atomic partial charges in e from the Mulliken method, atoms 1 to 2: 0.19 -0.50

---

(4)
Molecular formula: C6H8OS
Method: DFT, the ωB97M-V functional and the def2-TZVPD basis

Output
maximum force	3.7	eV Å⁻¹

ORCA input file:
```
! RIJCOSX wB97M-V def2-TZVPD def2/J DEFGRID3
* xyz 0 1
C -1.91 0.71 0.52
C -0.91 1.54 0.36
C -2.33 -0.34 -0.41
C 1.36 -0.10 -0.31
C 2.38 -0.08 -1.18
C 0.97 -0.94 0.83
O -3.25 -1.07 -0.12
S 0.41 1.24 -0.77
H -2.54 0.69 1.50
H -0.66 2.37 1.07
H 3.27 -0.68 -1.23
H 2.35 0.55 -2.08
H -1.68 -0.48 -1.34
H 1.43 -0.60 1.77
H 1.28 -1.98 0.64
H -0.18 -0.82 0.76
*
```

Atomic partial charges in e from the Mulliken method, atoms 1 to 2: -0.38 -0.13

---

(5)
Molecular formula: C6H8OS
Method: DFT, the ωB97M-V functional and the def2-TZVPD basis

Output
maximum force	4.2	eV Å⁻¹

ORCA input file:
```
! RIJCOSX wB97M-V def2-TZVPD def2/J DEFGRID3
* xyz 0 1
C 0.29 2.24 0.56
C -0.69 0.16 0.22
C -1.00 -0.96 -0.91
C 0.13 -1.06 0.85
C 1.20 -1.26 -0.30
C 0.35 -1.14 -1.39
H 1.40 1.95 0.69
H 0.29 3.32 0.05
H -0.28 1.99 1.76
H -1.51 0.28 0.91
H -1.67 -0.99 -1.78
H 0.24 -1.17 2.02
H 2.31 -1.30 -0.25
H 0.50 -1.16 -2.54
O -0.29 1.32 -0.33
S -1.25 -2.22 0.44
*
```

Atomic partial charges in e from the Mulliken method, atoms 1 to 2: -0.58 -0.80

---

(6)
Molecular formula: C6H8OS
Method: DFT, the ωB97M-V functional and the def2-TZVPD basis

Output
maximum force	2.1	eV Å⁻¹

ORCA input file:
```
! RIJCOSX wB97M-V def2-TZVPD def2/J DEFGRID3
* xyz 0 1
C 0.49 -0.11 -0.61
C -0.60 -1.19 -0.33
C -1.11 -0.90 1.09
C -1.55 0.33 0.31
C -0.26 1.09 -0.04
C 0.07 2.36 0.06
H 2.30 -1.57 -0.44
H 0.69 -0.02 -1.66
H -0.42 -2.18 -0.76
H -0.36 -0.89 1.87
H -1.96 -1.53 1.30
H -2.46 0.86 0.59
H -0.50 3.04 0.68
H 0.83 2.84 -0.57
O -1.76 -0.50 -0.84
S 2.11 -0.37 0.18
*
```

Atomic partial charges in e from the Mulliken method, atoms 1 to 2: -0.27 -0.09

---

(7)
Molecular formula: C6H8OS
Method: DFT, the ωB97M-V functional and the def2-TZVPD basis

Output
maximum force	3.5	eV Å⁻¹
SMILES	C1C[C@H]2S[C@@H]1[C@@H]1O[C@@H]12

ORCA input file:
```
! RIJCOSX wB97M-V def2-TZVPD def2/J DEFGRID3
* xyz 0 1
C -0.06 0.55 -1.31
C -1.03 0.92 -0.15
C -0.93 -0.20 0.88
S -0.98 -1.68 -0.24
C 0.48 -0.81 -0.93
C 1.39 -0.59 0.26
O 1.27 -1.47 1.45
C 0.51 -0.29 1.49
H 0.68 1.33 -1.48
H -0.70 0.58 -2.25
H -0.83 1.87 0.26
H -1.99 0.91 -0.64
H -1.65 -0.09 1.68
H 0.90 -1.37 -1.67
H 2.20 0.12 0.16
H 0.76 0.22 2.48
*
```

Atomic partial charges in e from the Mulliken method, atoms 1 to 2: -0.78 -0.72

---

(8)
Molecular formula: C6H8S
Method: DFT, the ωB97M-V functional and the def2-TZVPD basis

Output
maximum force	6.3	eV Å⁻¹
SMILES	SC1C=CCC=C1

ORCA input file:
```
! RIJCOSX wB97M-V def2-TZVPD def2/J DEFGRID3
* xyz 0 1
S -2.84 0.02 0.35
C -1.25 0.04 -0.52
C -0.43 1.37 -0.32
C 0.90 1.24 -0.02
C 1.66 -0.01 0.54
C 0.79 -1.27 0.14
C -0.36 -1.16 -0.53
H -2.31 -0.71 1.66
H -1.85 0.10 -1.44
H -0.83 2.37 -0.50
H 1.48 2.12 0.03
H 1.63 0.14 1.66
H 2.62 -0.08 0.18
H 1.57 -2.14 -0.09
H -0.78 -2.03 -1.14
*
```

Atomic partial charges in e from the Mulliken method, atoms 1 to 2: -0.26 -0.05

---

(9)
Molecular formula: C6H8S2
Method: DFT, the ωB97M-V functional and the def2-TZVPD basis

Output
maximum force	7.8	eV Å⁻¹

ORCA input file:
```
! RIJCOSX wB97M-V def2-TZVPD def2/J DEFGRID3
* xyz 0 1
C -0.99 -0.37 -0.21
C -0.54 0.89 0.63
C 0.80 1.60 -0.02
C 1.86 1.05 -0.64
C 1.11 -1.82 0.12
C -0.25 -1.54 0.07
H -3.30 -0.36 0.49
H -0.54 -0.25 -1.24
H -0.56 0.67 1.85
H -1.30 1.56 0.40
H 0.66 2.68 -0.12
H 2.61 1.95 -1.44
H 1.57 -2.63 0.85
H -0.83 -2.33 0.75
S -2.72 -0.35 -0.84
S 2.43 -0.75 -0.65
*
```

Atomic partial charges in e from the Mulliken method, atoms 1 to 2: -0.02 -0.49

---

(10)
Molecular formula: C6H8S2
Method: DFT, the ωB97M-V functional and the def2-TZVPD basis

Output
maximum force	6.7	eV Å⁻¹
SMILES	S\C=C/C=C\C=C\S

ORCA input file:
```
! RIJCOSX wB97M-V def2-TZVPD def2/J DEFGRID3
* xyz 0 1
S -1.04 -2.59 0.54
C -0.25 -1.44 -0.67
C -1.00 -0.36 -1.13
C -1.08 0.77 -0.41
C -0.28 1.09 0.78
C 0.82 0.43 1.25
C 1.30 -0.74 0.60
S 2.86 -0.45 -0.33
H -1.92 -1.61 0.50
H 0.29 -1.98 -1.48
H -1.32 -0.56 -2.15
H -1.91 1.40 -0.61
H -0.65 1.98 1.36
H 1.43 0.82 1.96
H 1.43 -1.63 1.25
H 2.85 0.77 -1.00
*
```

Atomic partial charges in e from the Mulliken method, atoms 1 to 2: -0.17 -0.38

---

(11)
Molecular formula: C6H8S2
Method: DFT, the ωB97M-V functional and the def2-TZVPD basis

Output
maximum force	4.2	eV Å⁻¹

ORCA input file:
```
! RIJCOSX wB97M-V def2-TZVPD def2/J DEFGRID3
* xyz 0 1
C 0.53 -0.72 0.50
C -0.05 -0.50 -0.85
C -1.47 -1.06 -0.81
C -2.29 -0.46 0.27
C -1.68 0.33 1.16
C -0.17 0.51 0.93
H 1.82 1.32 0.19
H 0.21 -1.63 0.91
H 0.66 -0.73 -1.61
H -1.93 -0.63 -1.69
H -1.29 -2.21 -0.81
H -3.29 -0.71 0.22
H -2.45 0.74 1.86
H 0.27 1.19 1.63
S 2.34 -0.41 0.22
S -0.04 1.28 -0.71
*
```

Atomic partial charges in e from the Mulliken method, atoms 1 to 2: -0.06 -0.27

---

(12)
Molecular formula: C6H8S3
Method: DFT, the ωB97M-V functional and the def2-TZVPD basis

Output
maximum force	3.7	eV Å⁻¹

ORCA input file:
```
! RIJCOSX wB97M-V def2-TZVPD def2/J DEFGRID3
* xyz 0 1
C 0.58 -1.54 -1.14
C 1.65 -0.61 -0.95
C -0.53 -1.51 -0.41
C 1.47 0.52 -0.21
C -0.88 -0.50 1.88
C -0.75 -0.39 0.57
S 2.66 1.45 0.62
S -2.68 1.70 -0.25
S -0.45 1.16 -0.18
H 0.80 -2.24 -1.83
H 2.69 -0.80 -1.18
H -1.40 -2.24 -0.48
H -1.12 -1.40 2.40
H -0.91 0.26 2.56
H 1.75 2.39 1.22
H -2.35 2.65 -1.13
H -0.54 1.10 -1.48
*
```

Atomic partial charges in e from the Mulliken method, atoms 1 to 2: -0.40 -0.45

---

| no. | energy (Ha) |
| --- | --- |
| 1 | -459.0767 |
| 2 | -951.0551 |
| 3 | -1444.7546 |
| 4 | -706.7431 |
| 5 | -706.6749 |
| 6 | -706.7619 |
| 7 | -706.7689 |
| 8 | -631.5011 |
| 9 | -1029.6122 |
| 10 | -1029.6521 |
| 11 | -1029.6403 |
| 12 | -1427.7956 |